The following is a DFT calculation (ωB97M-V/def2-TZVPD) of a 15-piece molecular cluster, C64H168N10O27 overall at a distorted geometry.

Geometry as XYZ:
```
269
C64H168N10O27, DFT ωB97M-V/def2-TZVPD
C -4.60385 2.55048 13.44733
O -3.86234 2.62765 12.27187
C -4.59063 2.55232 11.08527
C -3.66482 2.69754 9.92462
N -4.50135 2.72988 8.71309
C -3.60115 2.87250 7.61295
C -3.01366 4.27674 7.46450
O -4.02999 5.27305 7.60804
C -3.80035 6.45745 6.87167
H -4.67734 1.51099 13.76698
H -5.54817 3.09425 13.47319
H -3.97970 3.11071 14.14351
H -5.36925 3.31171 11.01338
H -5.21213 1.66851 10.94132
H -3.01379 1.84828 9.71722
H -2.86917 3.44248 9.91428
H -5.00842 3.59723 8.60971
H -4.19526 2.66744 6.72240
H -2.78547 2.16105 7.48413
H -2.50962 4.32948 6.49947
H -2.21589 4.48038 8.17877
H -2.86030 6.95809 7.10357
H -4.59345 7.19346 7.00351
H -3.71681 6.22570 5.80987
C 1.40650 -9.53271 -1.69001
O 1.53760 -8.35575 -0.97987
C 2.68367 -8.25530 -0.17847
C 2.73316 -6.92107 0.44944
N 4.00555 -6.64825 1.17492
C 3.93711 -5.52973 2.11381
C 3.74157 -4.12784 1.55558
O 2.75563 -3.87106 0.63541
C 1.41150 -3.84800 1.02261
H 0.73397 -10.20909 -1.16246
H 2.33421 -10.07059 -1.88529
H 1.00989 -9.34250 -2.68732
H 3.59586 -8.37743 -0.76252
H 2.73597 -8.97418 0.63919
H 1.95777 -6.98021 1.21323
H 2.49473 -6.16867 -0.30233
H 4.67419 -6.40579 0.45782
H 4.88307 -5.57834 2.65316
H 3.06829 -5.75520 2.73221
H 4.65047 -3.98972 0.96997
H 3.70654 -3.35184 2.32023
H 1.22273 -4.79596 1.52642
H 0.75920 -3.74558 0.15537
H 1.32131 -3.02733 1.73428
C 7.66056 5.79336 6.52560
O 6.45838 6.53283 6.44733
C 5.50618 6.13585 7.47716
C 4.11740 6.68516 7.26689
N 3.68207 6.26817 5.93172
C 3.07380 4.94701 5.96958
C 2.77402 4.51637 4.56558
O 3.98686 4.25707 3.84724
C 3.89524 4.60425 2.45763
H 7.59747 4.88372 5.92837
H 7.93653 5.46582 7.52793
H 8.42156 6.37978 6.01073
H 5.89612 6.45018 8.44527
H 5.38314 5.05441 7.41859
H 4.25062 7.76161 7.37463
H 3.42906 6.40651 8.06479
H 4.52935 6.15902 5.39292
H 2.19321 4.99160 6.61042
H 3.75494 4.16791 6.31187
H 2.28733 5.35157 4.06192
H 2.12678 3.64355 4.47975
H 3.62077 5.64256 2.27141
H 3.22107 3.96068 1.89246
H 4.86571 4.48073 1.97698
C -0.71659 1.66527 -8.47070
O 0.35768 0.76419 -8.27168
C 0.11204 -0.19786 -7.26818
C 1.23405 -1.26580 -7.39388
N 0.81361 -2.35909 -8.31242
C 1.68305 -3.53244 -8.49866
C 0.87741 -4.68899 -9.13257
O 0.41562 -4.36574 -10.45439
C -0.47798 -5.35851 -11.00090
H -0.83832 2.29790 -7.59146
H -1.61170 1.10363 -8.73798
H -0.61047 2.36284 -9.30150
H -0.85955 -0.66588 -7.10985
H 0.25643 0.35745 -6.34142
H 1.50272 -1.81023 -6.48861
H 2.22095 -0.93012 -7.71240
H 0.44082 -2.14506 -9.22637
H 2.09701 -3.83902 -7.53807
H 2.52007 -3.28787 -9.15263
H 0.07063 -5.17093 -8.58037
H 1.49828 -5.58452 -9.15835
H -0.94948 -4.99885 -11.91547
H -1.32868 -5.65899 -10.38923
H 0.11942 -6.19539 -11.36262
C -3.41138 0.65956 -1.25725
O -3.48136 1.51368 -0.17010
C -4.16026 2.72246 -0.41194
C -4.59279 3.23791 0.96062
N -5.57034 4.31829 0.84497
C -6.19406 4.85504 2.12187
C -7.13220 3.85319 2.80736
O -6.39735 2.71297 3.39142
C -7.20878 1.69199 4.00017
H -3.09045 1.16196 -2.16978
H -4.34166 0.12708 -1.45508
H -2.69001 -0.12282 -1.02147
H -4.97853 2.51314 -1.10094
H -3.53410 3.45667 -0.91885
H -3.74316 3.47667 1.60033
H -5.09256 2.43565 1.50350
H -5.23153 5.10337 0.30743
H -6.86158 5.68964 1.90747
H -5.42952 5.22184 2.80673
H -7.85817 3.49345 2.07820
H -7.80692 4.28107 3.54882
H -7.26407 0.81880 3.35011
H -8.21449 2.01784 4.26561
H -6.76173 1.26970 4.90013
C 2.41682 0.59723 3.91767
O 1.70665 -0.53414 4.51496
C 0.45303 -0.03276 5.14310
C -0.30094 -1.07270 5.98730
N 0.49072 -1.47133 7.17453
C -0.15011 -2.64489 7.75026
C 0.98547 -3.44027 8.45515
O 2.09886 -3.66893 7.63917
C 3.01976 -4.62983 8.13984
H 1.82019 1.32712 3.37051
H 3.18313 0.29156 3.20533
H 2.96529 1.17119 4.66456
H -0.21332 0.35001 4.37007
H 0.68709 0.82002 5.78034
H -0.67542 -1.89253 5.37432
H -1.20061 -0.53763 6.29124
H 1.38662 -1.74704 6.79844
H -0.68046 -3.26363 7.02638
H -0.89831 -2.31791 8.47232
H 0.62914 -4.33824 8.95991
H 1.24960 -2.84808 9.33130
H 3.77877 -4.89763 7.40479
H 2.47742 -5.56828 8.25511
H 3.47643 -4.38869 9.09973
C 0.68208 -0.75872 -3.57414
O 0.83599 -0.84815 -2.21885
C 0.57917 0.36172 -1.47048
C 0.47561 0.03729 0.00592
N 0.89475 1.16539 0.89840
C -0.11070 2.24746 0.83287
C 0.05973 3.28842 1.94285
O -0.29995 2.68112 3.20374
C -0.77377 3.54807 4.25541
H 0.78436 -1.77537 -3.95369
H 1.38883 -0.08425 -4.05756
H -0.29925 -0.56086 -4.00535
H -0.33469 0.85551 -1.80083
H 1.32500 1.11484 -1.72471
H 1.15873 -0.79617 0.16959
H -0.47486 -0.40409 0.30573
H 0.84806 0.71789 1.80265
H -1.11264 1.83138 0.72754
H -0.06491 2.80312 -0.10374
H -0.50383 4.21966 1.88556
H 1.09124 3.64012 1.92288
H -0.86158 2.99381 5.18985
H -1.68785 4.12430 4.11217
H -0.10098 4.39841 4.36675
C 2.35525 -7.98033 -5.12045
O 2.10984 -6.77058 -4.37290
C 1.49430 -5.78081 -5.14404
C 0.93073 -4.54664 -4.37553
N -0.41933 -4.63328 -3.70818
C -0.47918 -5.51620 -2.55722
C -1.84792 -5.24701 -1.89911
O -1.65553 -4.09389 -1.01752
C -2.80360 -3.31458 -0.83899
H 2.92176 -8.68475 -4.51138
H 2.89426 -7.81837 -6.05390
H 1.39898 -8.39263 -5.44240
H 0.58450 -6.23891 -5.53199
H 2.12393 -5.34308 -5.91867
H 0.92553 -3.81420 -5.18274
H 1.72940 -4.28719 -3.68061
H -0.60339 -3.72404 -3.30878
H 0.37345 -5.58770 -1.88194
H -0.58574 -6.55901 -2.85605
H -2.12392 -6.19694 -1.44134
H -2.67590 -5.11490 -2.59560
H -2.69576 -2.61312 -0.01170
H -3.60393 -3.99671 -0.55214
H -3.13477 -2.80282 -1.74260
C -5.14327 4.08565 -5.30986
O -4.48786 2.84638 -4.85149
C -3.28634 2.59862 -5.59732
C -2.67309 1.21080 -5.28635
N -3.72416 0.19366 -5.52679
C -3.41838 -1.03723 -4.77045
C -4.57837 -2.07308 -4.78675
O -5.59288 -1.39307 -3.95108
C -6.75743 -2.14823 -3.66662
H -4.48129 4.94391 -5.42509
H -6.03310 4.30582 -4.72009
H -5.45409 3.81366 -6.31858
H -2.48299 3.30273 -5.38064
H -3.42430 2.61849 -6.67837
H -2.37379 1.24811 -4.23891
H -1.78034 1.03190 -5.88560
H -4.62729 0.48738 -5.18301
H -3.15446 -0.84819 -3.72991
H -2.49204 -1.49831 -5.11310
H -4.11841 -3.03103 -4.54412
H -4.92324 -2.17205 -5.81601
H -7.31938 -2.37376 -4.57296
H -7.45124 -1.60921 -3.02149
H -6.48999 -3.08213 -3.17225
C 2.82021 5.79806 -7.45758
O 2.24284 4.54823 -7.08548
C 2.72720 3.36196 -7.74659
C 2.95308 2.21894 -6.61609
N 3.86781 2.56510 -5.53211
C 4.42120 1.46047 -4.69424
C 5.18832 0.37600 -5.56613
O 4.25827 -0.61830 -5.92715
C 4.87801 -1.84402 -6.19083
H 2.67123 6.16683 -8.47242
H 3.89188 5.90782 -7.29145
H 2.35419 6.48504 -6.75119
H 3.65161 3.61345 -8.26652
H 1.92945 3.05706 -8.42388
H 3.31437 1.28534 -7.04732
H 1.95639 2.01642 -6.22407
H 4.68456 3.08810 -5.81405
H 3.54711 1.06268 -4.17864
H 5.09949 1.95179 -3.99666
H 5.97485 -0.03317 -4.93204
H 5.69817 0.82679 -6.41756
H 5.78555 -1.88341 -6.79326
H 4.14534 -2.48374 -6.68282
H 5.01075 -2.34191 -5.23032
C 3.41752 -2.32094 -2.09278
C 4.18297 -1.02277 -2.21010
O 4.53326 -0.69386 -0.87490
O 4.19162 -3.48894 -1.75929
H 2.94151 -2.54629 -3.04710
H 2.56250 -2.23429 -1.42231
H 3.58542 -0.20228 -2.60739
H 5.05665 -1.01063 -2.86174
H 4.95697 -1.45537 -0.47219
H 3.84251 -3.85209 -0.94207
C -3.23066 0.73165 3.56769
C -2.68497 -0.32311 2.60532
O -3.69193 -0.62923 1.58698
O -3.86604 0.13245 4.63789
H -3.86700 1.44579 3.04502
H -2.35331 1.28287 3.90608
H -2.50557 -1.30348 3.04667
H -1.78217 0.06314 2.13216
H -3.77663 0.17713 1.07298
H -4.50734 -0.48442 4.27761
O 3.70511 1.34669 0.75550
H 3.86251 0.44429 0.47777
H 2.75624 1.45538 0.69171
O 2.47550 3.38366 -3.43535
H 3.00206 3.21779 -4.21730
H 3.05419 3.16385 -2.70526
O -0.13221 2.51036 -3.95492
H -0.27817 3.18292 -4.62020
H 0.74089 2.69875 -3.61075
```

## Properties
HOMO	-8.2	eV
total charge	0
Kohn-Sham gap	8.79	eV
max |F|	0.05557	Eh/bohr
ΔE to the lowest compared entry with this formula, charge and spin	110.2	kcal/mol
LUMO energy	0.0201	Eh

---

The following is a DFT calculation (ωB97M-V/def2-TZVPD) of C64H43BBrN6O4Sn as an isolated structure.

Geometry as XYZ:
```
120
C64H43BBrN6O4Sn, DFT ωB97M-V/def2-TZVPD
Sn -0.29650 0.83584 1.11394
C 1.41767 -1.88728 -7.61796
C 1.05861 -0.61436 -7.19721
C 0.67598 -0.39905 -5.88536
C 0.62641 -1.45657 -4.97373
C 1.04094 -2.72386 -5.39812
C 1.41966 -2.93841 -6.71221
C 0.22442 -1.21812 -3.58180
C 0.48795 0.06360 -2.93931
C 1.70674 0.63438 -2.68547
C 1.59062 1.34979 -1.46023
C 0.29741 1.28197 -0.98806
N -0.40914 0.55058 -1.95918
C -1.77974 0.65720 -2.15509
C -2.65061 0.91523 -1.13453
C -4.09039 1.02751 -1.18946
C -4.55343 0.89905 0.08224
C -3.39587 0.66091 0.91077
C -3.34014 -0.00151 2.19692
C -4.38788 0.24777 3.22289
C -5.66137 -0.29932 3.08619
C -6.63270 -0.06073 4.04628
C -6.33957 0.72368 5.15294
C -5.07216 1.26756 5.29728
C -4.10087 1.03315 4.33448
C -2.47176 -1.05339 2.31033
N -1.58629 -1.44006 1.30949
C -1.34777 -2.73252 1.50443
C -0.95824 -3.65847 0.50141
C -1.12611 -5.11516 0.78669
C -2.37960 -5.65997 1.05733
C -2.52025 -7.01836 1.29589
C -1.40756 -7.84766 1.26834
C -0.15615 -7.31521 0.99587
C -0.01811 -5.95662 0.75278
C -0.73701 -3.34256 -0.83760
C -1.15316 -4.14116 -1.96180
C -0.87724 -3.46945 -3.10475
C -0.23426 -2.22964 -2.77612
N -0.11630 -2.20328 -1.35465
C -1.88015 -3.16094 2.82007
C -2.55800 -2.12067 3.31823
N -2.29225 0.80759 0.19578
C -2.32470 0.51979 -3.52438
C -2.03029 1.48267 -4.48544
C -2.61685 1.41145 -5.73821
C -3.47519 0.36574 -6.04632
C -3.76502 -0.59983 -5.09252
C -3.20492 -0.51511 -3.82785
H 1.72068 -2.05415 -8.64276
H 1.08205 0.21326 -7.89332
H 0.40831 0.59164 -5.55740
H 1.10674 -3.53318 -4.68378
H 1.74047 -3.92291 -7.02457
H 2.61450 0.40528 -3.21926
H 2.40810 1.81769 -0.93312
H -4.67172 1.15812 -2.08724
H -5.57710 0.89857 0.41562
H -5.88414 -0.92874 2.23307
H -7.61715 -0.49464 3.93431
H -7.09712 0.90700 5.90291
H -4.83690 1.87521 6.16056
H -3.11052 1.45759 4.44524
H -3.24794 -5.01230 1.07479
H -3.49913 -7.43068 1.50050
H -1.51653 -8.90676 1.45819
H 0.71382 -7.95730 0.97314
H 0.95855 -5.53927 0.53933
H -1.69340 -5.06818 -1.86659
H -1.17387 -3.74914 -4.10202
H -1.77170 -4.14476 3.24369
H -3.12655 -2.06472 4.23160
H -1.36247 2.29886 -4.23685
H -2.40040 2.17096 -6.47739
H -3.92248 0.30587 -7.02887
H -4.43586 -1.41448 -5.33018
H -3.43099 -1.25893 -3.07383
C -2.00979 4.12519 1.06271
O -0.75637 3.59986 1.49632
C 0.15523 4.51445 1.95872
C -0.13786 5.85217 2.16802
C 0.84357 6.70539 2.66043
Br 0.40644 8.51992 2.95218
C 2.11406 6.25417 2.93273
C 2.41602 4.91229 2.70519
C 1.44050 4.04339 2.23647
O 1.67446 2.70711 2.05982
C 3.77171 4.42159 3.00046
N 4.45681 4.71129 4.06267
C 5.66122 4.03292 3.91627
C 6.76705 3.99370 4.76269
C 7.85303 3.24129 4.36459
C 7.85152 2.53660 3.15084
C 6.75955 2.55627 2.30451
C 5.66946 3.31276 2.71722
N 4.42448 3.54411 2.15051
H -2.56667 4.54127 1.90373
H -2.55879 3.28971 0.64034
H -1.86030 4.88721 0.29647
H -1.12038 6.24629 1.96560
H 2.87954 6.90937 3.32063
H 2.56671 2.49275 2.36952
H 6.76507 4.54240 5.69373
H 8.72922 3.19480 4.99599
H 8.72818 1.96851 2.87112
H 6.76024 2.01858 1.36566
H 4.19621 3.41574 1.17801
O 2.34222 -1.83513 -1.51455
B 1.16845 -1.83461 -0.78691
O 1.38445 -1.48806 0.53799
C 2.73701 -1.19109 0.60712
C 3.45276 -0.73147 1.68683
C 4.80488 -0.47078 1.45913
C 5.38105 -0.67824 0.20982
C 4.63908 -1.14952 -0.87278
C 3.30664 -1.39297 -0.63678
H 2.99082 -0.58983 2.65396
H 5.41931 -0.10866 2.27256
H 6.43559 -0.48011 0.07566
H 5.08147 -1.31680 -1.84419
```

## Properties
HOMO	-9.4	eV
total charge	+1
Kohn-Sham gap	5.46	eV
max |F|	0.00756	Eh/bohr
ΔE to the lowest compared entry with this formula, charge and spin	42.8	kcal/mol
LUMO energy	-0.1443	Eh

---

Total energy? In order: -139256.89309, -160743.76001 eV.